DFT (wB97M-V/def2-TZVPD) results for a single C6H13P molecule at a distorted geometry.

```
20
Properties=species:S:1:pos:R:3
C -1.4971 0.4423 -0.4482
C 0.2427 2.0444 0.5252
C 1.0149 -0.5888 -1.2687
C 0.5623 -1.7686 0.8818
C -0.2457 0.6063 0.6038
C 0.8513 -0.4133 0.2425
P -2.8602 -0.3781 0.0418
H -1.3610 0.9372 -1.3937
H 0.7156 2.2402 -0.4348
H -0.5889 2.7369 0.6454
H 0.9680 2.2432 1.3124
H 0.1150 -1.0252 -1.6982
H 1.8457 -1.2596 -1.4780
H 1.2124 0.3599 -1.7607
H 0.5322 -1.6864 1.9655
H -0.3973 -2.1516 0.5388
H 1.3353 -2.4857 0.6133
H -0.6327 0.3917 1.6008
H 1.7994 -0.0367 0.6452
H -3.6119 -0.2081 -1.1343
```

The energy above the lowest of the compared OMol25 structures with the same formula, charge and spin is 0.547 eV. The calculation puts the molecular weight at 116.14 g mol⁻¹. The structure (SMILES) is [H]/P=C/[C@H](C)C(C)C. The electronic energy is -577.7157 a.u.

Löwdin atomic charge list, values in e, 4 entries:
1. C -0.4921
2. C -0.0901
3. C -0.0864
4. C -0.0864

DFT (wB97M-V/def2-TZVPD) results for a single C6H13P molecule at a distorted geometry.

```
20
Properties=species:S:1:pos:R:3
C -0.3054 -0.2489 -1.7958
C -1.1200 -0.3953 2.5781
C 1.6603 1.3115 -1.3769
C -0.4113 -0.6811 1.2553
C 0.2455 0.5080 0.6316
C 0.7827 0.1495 -0.8196
P -0.6079 -1.8854 -2.1611
H -0.7554 0.5346 -2.3690
H -0.6252 0.1141 3.3059
H -1.4839 -1.4261 3.0401
H -2.0896 0.1297 2.2459
H 0.9277 2.2039 -1.3802
H 1.8088 0.9617 -2.4244
H 2.4998 1.6946 -0.7691
H -1.1526 -1.2149 0.6364
H 0.4836 -1.4574 1.4129
H 0.9880 1.0395 1.1986
H -0.5713 1.2077 0.5963
H 1.3135 -0.8693 -0.7889
H -1.5872 -1.6764 -3.0161
```

The energy above the lowest of the compared OMol25 structures with the same formula, charge and spin is 1.801 eV. The calculation puts the molecular weight at 116.14 g mol⁻¹. The structure (SMILES) is [H]/P=C/[C@@H](C)CCC. The electronic energy is -577.6696 a.u.

Löwdin atomic charge list, values in e, 4 entries:
1. C -0.4800
2. C -0.1235
3. C -0.0836
4. C -0.3298

DFT (wB97M-V/def2-TZVPD) results for a single C6H14 molecule.

```
20
Properties=species:S:1:pos:R:3
C 0.8780 -1.5015 1.0905
C -0.0140 -0.2828 0.8138
C 0.7035 1.0035 1.2351
C -0.5534 -0.2487 -0.6343
C -1.7669 0.6763 -0.7491
C 0.4982 0.1095 -1.6872
H 0.5759 -2.3731 0.4987
H 1.9332 -1.3004 0.8735
H 0.8124 -1.7844 2.1462
H -0.9019 -0.3858 1.4547
H 1.5874 1.1867 0.6118
H 1.0489 0.9275 2.2726
H 0.0532 1.8827 1.1656
H -0.9025 -1.2692 -0.8529
H -1.4893 1.7248 -0.5848
H -2.5316 0.4117 -0.0089
H -2.2235 0.6071 -1.7429
H 1.3825 -0.5358 -1.6243
H 0.0794 0.0024 -2.6948
H 0.8303 1.1495 -1.5831
```

The energy above the lowest of the compared OMol25 structures with the same formula, charge and spin is 0.067 eV. The calculation puts the molecular weight at 86.18 g mol⁻¹. The structure (SMILES) is CC(C)C(C)C. The electronic energy is -237.0089 a.u.

Löwdin atomic charge list, values in e, 4 entries:
1. C -0.0815
2. C -0.4169
3. C -0.0807
4. C -0.4237

DFT (wB97M-V/def2-TZVPD) results for C6H14BF4INO2RuS as an isolated structure at a distorted geometry.

```
31
Properties=species:S:1:pos:R:3
Ru -0.9750 0.3408 -0.1324
N -0.6548 -1.4606 -1.7876
C 0.7138 -1.3638 -2.2845
C 0.9552 0.0022 -2.9299
C 0.7265 1.0860 -1.8503
O 1.6498 1.3402 -1.0785
O -0.4285 1.6128 -1.8303
H -0.8112 -2.3629 -1.3390
H -1.3240 -1.3374 -2.5477
H 0.9231 -2.1548 -3.0203
H 1.3880 -1.5032 -1.4302
H 0.2701 0.1743 -3.7609
H 1.9893 0.0721 -3.2660
C 2.2589 1.2574 1.7388
S 0.6875 2.0549 1.3484
C 0.0280 2.0959 3.0430
H 2.0629 0.3091 2.2294
H 2.8274 1.9173 2.3884
H 2.7825 1.0933 0.8036
H 0.6050 2.8050 3.6290
H 0.0947 1.1019 3.4751
H -1.0056 2.4223 3.0056
F 0.2453 -3.2857 0.4634
B -0.1731 -2.3336 1.3371
F -1.5035 -1.9436 1.0089
F -0.0346 -2.6446 2.6332
F 0.5550 -1.1058 1.0463
I -3.2217 0.9351 1.4981
C -3.2427 0.3422 -0.5702
H -3.6559 1.1493 -1.1568
H -3.7326 -0.6162 -0.6636
```

The energy above the lowest of the compared OMol25 structures with the same formula, charge and spin is 0.094 eV. The calculation puts the molecular weight at 479.03 g mol⁻¹. As for the multiplicity: 2. The electronic energy is -1657.4854 a.u.

Löwdin atomic charge list, values in e, 4 entries:
1. Ru 1.0160
2. N 0.0192
3. C -0.2394
4. C -0.0976